Molecular formula: C42H50MoN7O2S2Si2
Method: DFT, ωB97M-V/def2-TZVPD

Geometry as XYZ:
```
106
Properties=species:S:1:pos:R:3:mulliken_spin:R:1
Mo 0.517 1.897 -0.623 1.295
C -1.783 4.948 -2.772 0.002
C -1.122 4.119 -1.717 0.236
N -0.741 2.860 -1.935 0.115
N -0.930 2.295 -3.135 -0.068
C -0.256 1.168 -3.200 0.090
O 0.434 0.812 -2.149 0.039
C -0.233 0.395 -4.427 -0.016
C 0.761 -0.564 -4.634 0.030
C 0.804 -1.264 -5.824 -0.019
C -0.134 -1.019 -6.816 0.034
C -1.133 -0.079 -6.605 -0.018
C -1.187 0.625 -5.422 0.034
C -0.776 4.585 -0.436 0.146
C -1.094 5.872 0.052 0.083
C -0.683 6.254 1.299 0.028
C 0.033 5.328 2.080 0.151
C 0.313 4.084 1.561 -0.026
N -0.052 3.688 0.333 0.094
H -1.875 4.338 -3.666 0.005
H -1.173 5.823 -2.996 0.005
H -2.769 5.285 -2.452 0.007
H 1.504 -0.716 -3.862 0.001
H 1.577 -1.999 -5.989 -0.001
H -0.081 -1.552 -7.753 0.003
H -1.872 0.101 -7.370 -0.001
H -1.953 1.359 -5.237 0.005
H -1.666 6.533 -0.581 0.017
H -0.894 7.237 1.692 0.004
H 0.359 5.590 3.073 0.008
H 0.875 3.372 2.159 -0.010
C 3.834 2.663 1.816 0.002
Si 3.276 1.030 0.974 -0.025
C 3.958 -0.452 1.983 0.001
C 3.916 0.939 -0.814 0.070
N 1.510 1.142 0.913 0.009
C 0.738 0.991 2.029 0.058
C 1.214 0.796 3.328 -0.022
C 0.352 0.806 4.409 0.060
C -1.000 1.062 4.217 -0.005
C -1.506 1.213 2.943 0.024
C -0.677 1.114 1.818 -0.016
N -1.075 1.153 0.522 0.229
Si -2.746 0.966 0.046 -0.002
C -3.798 -0.147 1.207 0.005
C -3.603 2.691 0.024 0.009
C -2.881 0.123 -1.666 0.013
H 4.916 2.738 1.856 -0.001
H 3.460 2.729 2.835 -0.001
H 3.460 3.524 1.266 0.007
H 4.700 -0.996 1.408 0.000
H 3.185 -1.163 2.260 0.001
H 4.448 -0.115 2.893 -0.001
H 4.332 1.887 -1.132 -0.001
H 3.108 0.674 -1.497 -0.042
H 4.690 0.189 -0.921 0.005
H 2.272 0.679 3.492 -0.005
H 0.734 0.636 5.406 0.002
H -1.660 1.151 5.068 0.002
H -2.551 1.433 2.808 -0.002
H -4.332 0.433 1.952 0.001
H -3.186 -0.871 1.734 -0.003
H -4.546 -0.695 0.641 0.000
H -3.131 3.377 0.725 0.002
H -4.647 2.606 0.309 -0.001
H -3.569 3.148 -0.960 -0.004
H -3.477 -0.781 -1.590 0.000
H -1.910 -0.164 -2.059 -0.001
H -3.361 0.772 -2.391 0.002
C -2.024 -3.721 -1.410 0.000
C -1.303 -2.707 -0.544 0.012
O -0.593 -1.853 -1.037 0.020
C -1.493 -2.828 0.913 -0.011
C -0.567 -2.185 1.737 0.009
C -0.695 -2.231 3.111 0.005
C -1.769 -2.899 3.679 -0.006
C -2.692 -3.546 2.872 0.000
C -2.554 -3.525 1.497 0.000
H -1.653 -3.659 -2.430 0.000
H -3.086 -3.483 -1.423 0.000
H -1.900 -4.729 -1.018 0.000
H 0.249 -1.650 1.271 -0.001
H 0.035 -1.737 3.733 0.002
H -1.900 -2.911 4.751 0.000
H -3.529 -4.064 3.318 0.000
H -3.291 -4.022 0.884 0.000
S 2.823 4.305 -1.684 0.338
C 1.937 3.064 -1.316 -0.016
N 1.243 -3.590 -2.737 0.000
C 1.704 -3.302 -1.493 0.000
S 2.546 -1.914 -1.236 0.002
N 1.454 -4.258 -0.555 0.000
C 1.869 -4.315 0.779 0.000
C 1.035 -4.962 1.690 0.000
C 1.391 -5.065 3.020 0.000
C 2.600 -4.548 3.452 0.000
C 3.450 -3.942 2.545 0.000
C 3.094 -3.818 1.214 0.000
H 1.230 -2.825 -3.392 0.000
H 0.567 -4.325 -2.877 0.000
H 0.724 -4.923 -0.778 0.000
H 0.099 -5.391 1.358 0.000
H 0.724 -5.548 3.720 0.000
H 2.882 -4.639 4.489 0.000
H 4.408 -3.568 2.873 0.000
H 3.766 -3.348 0.519 0.000
```

The lowest unoccupied orbital energy (alpha / beta) is -0.07 / -1.57 eV. The calculated total energy comes out at -3607.90115 Ha. The energy above the lowest of the compared OMol25 structures with the same formula, charge and spin comes out at 39.8 kcal/mol. Its spin multiplicity is 4. For the HOMO-LUMO gap (alpha / beta), the calculation gives 5.292 / 5.623 eV.

Molecular formula: C24H29BrClFN2OPd
Method: DFT, ωB97M-V/def2-TZVPD

Geometry as XYZ:
```
60
Properties=species:S:1:pos:R:3:mulliken_spin:R:1
Pd -1.145 -1.584 -0.764 1.195
C 0.291 0.231 -3.474 0.001
C 0.751 1.451 -2.678 -0.005
C -0.283 2.574 -2.799 0.002
C 1.184 1.214 -1.227 0.066
C 2.523 1.495 -0.967 -0.008
C 3.044 1.519 0.313 0.006
C 2.205 1.285 1.384 -0.005
C 0.872 0.958 1.193 0.058
C -0.023 0.753 2.406 -0.029
C -0.361 2.117 3.028 0.003
C 0.586 -0.149 3.483 0.003
C 0.356 0.874 -0.124 0.007
N -0.964 0.383 -0.250 0.344
C -2.057 1.163 -0.003 -0.020
C -2.001 2.572 0.027 0.122
C -3.131 3.337 0.223 -0.058
C -4.370 2.742 0.424 0.113
C -4.464 1.356 0.433 -0.062
C -3.334 0.610 0.220 0.065
F -3.452 -0.733 0.235 0.006
H 0.205 0.491 -4.531 0.001
H -0.691 -0.099 -3.150 -0.005
H 1.006 -0.586 -3.385 0.003
H 1.657 1.810 -3.175 0.000
H -1.264 2.246 -2.462 0.000
H -0.377 2.881 -3.842 0.000
H 0.016 3.444 -2.211 -0.001
H 3.171 1.727 -1.805 0.001
H 4.090 1.745 0.476 0.000
H 2.604 1.347 2.389 0.002
H -0.953 0.282 2.085 0.009
H 0.551 2.600 3.386 0.000
H -1.041 1.993 3.873 0.001
H -0.837 2.775 2.304 0.000
H 1.529 0.247 3.863 0.001
H 0.764 -1.159 3.114 0.000
H -0.104 -0.223 4.324 0.000
H -1.036 3.039 -0.122 0.005
H -3.050 4.417 0.214 -0.001
H -5.252 3.347 0.580 0.007
H -5.405 0.853 0.609 -0.001
Cl 4.220 -1.656 1.686 0.001
C 3.210 -2.122 0.368 -0.002
C 3.761 -2.528 -0.835 0.004
C 2.901 -2.945 -1.838 -0.001
C 1.537 -2.931 -1.604 0.003
N 1.012 -2.512 -0.450 0.040
C 1.832 -2.117 0.518 -0.021
H 4.833 -2.533 -0.976 0.000
H 3.285 -3.283 -2.790 0.000
H 0.834 -3.277 -2.353 0.003
H 1.379 -1.817 1.453 0.018
C -1.159 -4.677 0.958 -0.002
O -1.722 -3.373 1.057 0.013
H -1.062 -4.994 -0.083 0.000
H -1.765 -5.406 1.501 0.001
H -0.169 -4.634 1.409 0.000
H -2.608 -3.405 0.685 -0.002
Br -2.126 -3.136 -2.325 0.121
```

The lowest unoccupied orbital energy (alpha / beta) is 0.34 / -1.72 eV. The calculated total energy comes out at -4378.62688 Ha. Its spin multiplicity is 3. For the HOMO-LUMO gap (alpha / beta), the calculation gives 8.358 / 6.056 eV.

Molecular formula: C7H6GdNO6
Method: DFT, ωB97M-V/def2-TZVPD

Geometry as XYZ:
```
21
Properties=species:S:1:pos:R:3:mulliken_spin:R:1
O -1.859 -0.304 -4.023 0.001
C -0.843 0.182 -4.019 0.010
Gd 0.565 1.390 0.652 4.248
O -1.732 -1.311 -0.728 0.073
C -1.046 -0.448 -0.395 0.037
C 0.899 -1.011 1.432 -0.001
O 1.433 -1.997 1.605 0.040
C 2.414 -0.148 -0.788 0.668
O 3.588 -0.064 -1.145 0.327
C 1.109 -0.802 -1.410 0.554
O 0.964 -0.889 -2.572 0.299
H 1.654 3.141 1.634 0.810
C -2.214 0.269 3.742 -0.001
C -1.704 1.542 3.182 -0.056
N -2.147 2.612 3.808 0.001
O -0.915 1.679 2.181 -0.006
H -2.732 0.550 4.672 0.001
H -1.410 -0.428 3.997 -0.001
H -2.967 -0.171 3.077 0.000
H -1.907 3.558 3.616 -0.001
H -2.787 2.349 4.575 0.000
```

The lowest unoccupied orbital energy (alpha / beta) is -9.28 / -10.32 eV. The calculated total energy comes out at -1541.18031 Ha. The energy above the lowest of the compared OMol25 structures with the same formula, charge and spin comes out at 211.6 kcal/mol. The net charge is +2. Its spin multiplicity is 8. For the HOMO-LUMO gap (alpha / beta), the calculation gives 5.919 / 7.861 eV.

Molecular formula: C19H29Cl2F3O2Si3
Method: DFT, ωB97M-V/def2-TZVPD

Geometry as XYZ:
```
58
Properties=species:S:1:pos:R:3:nbo_charge:R:1
C 2.194 -3.603 -1.844 -0.669
C 1.850 -2.525 -0.887 0.013
Cl 1.209 -1.109 -1.656 0.022
C 1.976 -2.531 0.435 -0.533
Cl 2.569 -3.984 1.210 -0.002
Si 1.617 -1.129 1.632 1.615
O 2.117 0.309 1.003 -1.239
Si 3.672 0.828 1.337 1.691
C 4.991 -0.393 0.815 -0.944
C 5.452 -0.284 -0.623 0.057
F 6.293 -1.375 -0.904 -0.386
C 4.008 2.559 0.695 -0.928
C 3.735 2.637 -0.808 0.071
C 2.324 2.734 -1.203 -0.137
O 3.148 1.518 -1.380 -0.518
C -0.219 -1.079 2.159 0.331
F -0.419 0.121 2.802 -0.360
F -0.418 -2.063 3.096 -0.357
C -1.231 -1.242 1.049 -0.463
C -2.675 -1.031 1.547 -0.880
Si -3.869 -0.745 0.107 1.626
C -5.513 -1.622 0.350 -1.106
C -3.102 -1.500 -1.451 -1.104
C -4.086 1.092 -0.243 -0.392
C -3.120 1.996 0.225 -0.225
C -3.232 3.361 -0.052 -0.213
C -4.318 3.808 -0.794 -0.214
C -5.297 2.928 -1.249 -0.200
C -5.183 1.565 -0.971 -0.228
H 2.565 -4.491 -1.353 0.242
H 1.360 -3.827 -2.502 0.237
H 2.989 -3.231 -2.491 0.240
H 2.418 -1.400 2.842 -0.188
H 3.737 0.914 2.816 -0.216
H 5.853 -0.184 1.451 0.244
H 4.724 -1.433 1.003 0.258
H 4.644 -0.340 -1.344 0.186
H 6.075 0.596 -0.765 0.160
H 5.074 2.780 0.755 0.247
H 3.409 3.320 1.181 0.254
H 4.452 3.187 -1.401 0.188
H 2.040 2.986 -2.211 0.205
H 1.571 2.502 -0.465 0.202
H -0.990 -0.513 0.278 0.220
H -1.137 -2.257 0.674 0.230
H -2.718 -0.237 2.288 0.249
H -2.979 -1.941 2.063 0.241
H -5.299 -2.654 0.628 0.238
H -6.035 -1.654 -0.603 0.236
H -6.128 -1.189 1.133 0.241
H -2.859 -2.553 -1.337 0.232
H -3.806 -1.356 -2.268 0.236
H -2.213 -0.932 -1.713 0.235
H -2.289 1.620 0.805 0.208
H -2.461 4.026 0.306 0.213
H -4.402 4.862 -1.017 0.211
H -6.134 3.285 -1.829 0.212
H -5.936 0.871 -1.317 0.208
```

The lowest unoccupied orbital energy is 0.60 eV. The calculated total energy comes out at -2980.41279 Ha. Its spin multiplicity is 1. For the HOMO-LUMO gap, the calculation gives 9.890 eV.